No. 1
{
  "formula": "C7H12N2O2S",
  "method": "ωB97M-V with the def2-TZVPD basis set",
  "total_charge": 0,
  "homo_lumo_gap_ev": [5.730, 6.989],
  "de_lowest_kcal_mol": 177.0,
  "e_tot_ha": -931.87285,
  "molar_mass_g_mol": 188.25,
  "e_homo_ev": [-6.745, -7.478],
  "species": ["C", "C", "C", "C", "C", "C", "C", "N", "N", "O", "O", "S", "H", "H", "H", "H", "H", "H", "H", "H", "H", "H", "H", "H"],
  "xyz": [[-1.65, 0.00, -1.99], [1.34, 2.41, 0.79], [1.81, 1.72, -0.40], [0.41, 1.56, 0.08], [-0.60, -1.16, -0.08], [0.43, -2.09, 0.36], [-1.70, -0.71, 0.89], [-1.76, 1.24, -1.71], [-0.80, -0.92, -1.43], [-2.01, 2.40, 0.35], [-0.76, 3.43, -1.44], [-1.00, 2.29, -0.66], [-2.16, -0.33, -2.91], [1.81, 2.22, 1.73], [1.11, 3.49, 0.85], [2.06, 2.24, -1.34], [2.63, 0.99, -0.27], [1.32, -1.86, -0.14], [-0.16, -3.04, 0.26], [0.48, -1.98, 1.39], [-2.12, -1.47, 1.50], [-2.54, -0.17, 0.51], [-1.35, 0.08, 1.46], [-0.19, -1.55, -1.93]]
}

No. 2
{
  "formula": "CH2N2O2S",
  "method": "ωB97M-V with the def2-TZVPD basis set",
  "total_charge": 0,
  "homo_lumo_gap_ev": 8.829,
  "de_lowest_kcal_mol": 157.9,
  "e_tot_ha": -697.29931,
  "molar_mass_g_mol": 106.11,
  "e_homo_ev": -8.347,
  "species": ["C", "N", "N", "O", "O", "S", "H", "H"],
  "xyz": [[0.23, -0.75, -0.34], [-1.51, 0.97, 0.54], [-1.65, -0.02, -0.11], [2.74, 0.23, -0.63], [0.92, -0.92, 0.77], [1.45, 0.45, -0.04], [0.20, -1.61, -0.99], [-2.39, 1.65, 0.80]]
}

No. 3
{
  "formula": "C54H147N9O18",
  "method": "ωB97M-V with the def2-TZVPD basis set",
  "total_charge": 0,
  "homo_lumo_gap_ev": 9.013,
  "de_lowest_kcal_mol": 73.5,
  "e_tot_ha": -3992.21393,
  "molar_mass_g_mol": 1210.82,
  "e_homo_ev": -8.808,
  "species": ["C", "C", "C", "O", "C", "N", "H", "H", "H", "H", "H", "H", "H", "H", "H", "H", "H", "C", "C", "C", "O", "C", "N", "H", "H", "H", "H", "H", "H", "H", "H", "H", "H", "H", "C", "C", "C", "O", "C", "N", "H", "H", "H", "H", "H", "H", "H", "H", "H", "H", "H", "C", "C", "C", "O", "C", "N", "H", "H", "H", "H", "H", "H", "H", "H", "H", "H", "H", "C", "C", "C", "O", "C", "N", "H", "H", "H", "H", "H", "H", "H", "H", "H", "H", "H", "C", "C", "C", "O", "C", "N", "H", "H", "H", "H", "H", "H", "H", "H", "H", "H", "H", "C", "C", "O", "H", "H", "H", "H", "H", "H", "C", "C", "O", "H", "H", "H", "H", "H", "H", "C", "C", "O", "H", "H", "H", "H", "H", "H", "C", "C", "O", "H", "H", "H", "H", "H", "H", "C", "C", "O", "H", "H", "H", "H", "H", "H", "C", "C", "O", "H", "H", "H", "H", "H", "H", "C", "O", "C", "C", "N", "C", "C", "O", "C", "H", "H", "H", "H", "H", "H", "H", "H", "H", "H", "H", "H", "H", "H", "H", "C", "O", "C", "C", "N", "C", "C", "O", "C", "H", "H", "H", "H", "H", "H", "H", "H", "H", "H", "H", "H", "H", "H", "H", "C", "O", "C", "C", "N", "C", "C", "O", "C", "H", "H", "H", "H", "H", "H", "H", "H", "H", "H", "H", "H", "H", "H", "H"],
  "xyz": [[-0.76, -20.47, 1.04], [0.25, -21.60, 1.19], [1.67, -21.24, 0.74], [1.74, -20.66, -0.57], [1.53, -21.56, -1.70], [0.24, -22.13, 2.59], [-1.77, -20.79, 1.29], [-0.85, -20.10, 0.02], [-0.55, -19.67, 1.76], [-0.23, -22.31, 0.51], [2.32, -22.11, 0.84], [2.11, -20.55, 1.47], [2.24, -22.38, -1.57], [1.77, -20.99, -2.59], [0.47, -21.83, -1.72], [1.05, -21.82, 3.12], [-0.56, -21.93, 3.17], [-5.90, -21.17, 15.66], [-6.65, -20.04, 16.27], [-6.32, -19.66, 17.73], [-6.36, -20.83, 18.57], [-6.16, -20.52, 19.94], [-6.47, -18.94, 15.33], [-4.85, -21.02, 15.92], [-6.06, -21.29, 14.59], [-6.28, -22.15, 15.97], [-7.69, -20.35, 16.32], [-7.07, -18.96, 18.10], [-5.32, -19.23, 17.81], [-5.17, -20.09, 20.07], [-6.26, -21.47, 20.47], [-6.98, -19.85, 20.19], [-6.99, -18.10, 15.55], [-6.85, -19.23, 14.44], [-7.75, -13.49, 2.73], [-7.04, -13.44, 4.08], [-5.59, -14.07, 4.06], [-5.72, -15.45, 3.57], [-4.53, -16.27, 3.83], [-6.96, -12.06, 4.49], [-7.22, -12.90, 1.98], [-8.78, -13.12, 2.73], [-7.72, -14.52, 2.36], [-7.63, -14.06, 4.75], [-5.10, -14.10, 5.04], [-4.89, -13.55, 3.41], [-4.60, -17.10, 3.12], [-4.54, -16.59, 4.87], [-3.58, -15.77, 3.65], [-6.30, -11.94, 5.24], [-6.51, -11.52, 3.76], [-3.84, -27.46, 1.57], [-3.29, -26.18, 0.87], [-4.31, -25.29, 0.08], [-3.65, -24.16, -0.42], [-4.50, -23.25, -1.13], [-2.61, -25.40, 1.84], [-3.06, -28.12, 1.95], [-4.34, -28.08, 0.82], [-4.51, -27.20, 2.39], [-2.60, -26.55, 0.11], [-5.02, -24.92, 0.82], [-4.83, -25.80, -0.73], [-5.02, -23.62, -2.02], [-4.00, -22.36, -1.53], [-5.32, -22.97, -0.48], [-2.35, -24.58, 1.30], [-1.74, -25.90, 1.92], [0.16, -30.62, 13.76], [-0.94, -30.14, 12.82], [-2.34, -30.21, 13.42], [-3.37, -29.74, 12.49], [-4.68, -29.93, 12.97], [-0.66, -28.83, 12.37], [-0.13, -31.53, 14.29], [0.35, -29.81, 14.47], [1.14, -30.68, 13.29], [-0.81, -30.86, 12.01], [-2.35, -29.54, 14.28], [-2.42, -31.26, 13.69], [-4.71, -29.26, 13.83], [-5.00, -30.92, 13.28], [-5.37, -29.57, 12.21], [-0.56, -28.28, 13.21], [-1.53, -28.48, 11.99], [-2.33, -20.67, 11.00], [-1.68, -21.67, 10.05], [-0.29, -22.09, 10.59], [0.65, -21.06, 10.51], [2.03, -21.44, 10.63], [-2.62, -22.78, 10.02], [-1.70, -19.79, 11.08], [-2.38, -21.07, 12.02], [-3.33, -20.40, 10.66], [-1.55, -21.33, 9.02], [0.04, -22.87, 9.90], [-0.43, -22.50, 11.59], [2.26, -21.99, 9.72], [2.24, -22.03, 11.52], [2.68, -20.56, 10.61], [-3.51, -22.49, 9.64], [-2.19, -23.43, 9.38], [-9.57, -18.32, 3.11], [-10.74, -19.16, 3.75], [-11.03, -20.32, 2.98], [-9.14, -17.70, 3.90], [-9.90, -17.60, 2.37], [-8.80, -18.98, 2.69], [-11.62, -18.51, 3.76], [-10.60, -19.44, 4.80], [-11.84, -20.74, 3.26], [-7.09, -30.56, 5.94], [-8.59, -30.75, 5.84], [-8.94, -30.69, 4.47], [-6.53, -31.48, 5.82], [-6.89, -30.17, 6.94], [-6.73, -29.87, 5.18], [-9.01, -29.88, 6.34], [-8.98, -31.66, 6.30], [-9.06, -29.74, 4.31], [-10.32, -21.49, 10.93], [-10.98, -20.74, 12.04], [-10.07, -19.90, 12.68], [-9.40, -22.03, 11.15], [-10.06, -20.79, 10.14], [-11.11, -22.18, 10.65], [-11.48, -21.37, 12.77], [-11.81, -20.23, 11.54], [-10.60, -19.16, 12.99], [-2.79, -27.59, 8.17], [-2.28, -27.26, 6.84], [-3.18, -26.33, 6.22], [-2.83, -26.77, 8.88], [-2.24, -28.42, 8.62], [-3.80, -27.99, 8.12], [-2.17, -28.12, 6.18], [-1.30, -26.78, 6.84], [-2.81, -26.28, 5.34], [-2.43, -25.42, 14.51], [-1.29, -25.29, 15.63], [-0.42, -26.41, 15.54], [-2.88, -24.44, 14.39], [-3.21, -26.12, 14.81], [-2.12, -25.69, 13.50], [-1.71, -25.15, 16.63], [-0.68, -24.41, 15.42], [0.09, -26.51, 16.35], [-11.16, -25.29, 15.14], [-11.20, -26.79, 15.42], [-12.03, -26.93, 16.57], [-12.12, -24.77, 15.10], [-10.69, -25.06, 14.18], [-10.58, -24.77, 15.90], [-10.20, -27.13, 15.66], [-11.48, -27.46, 14.61], [-11.52, -26.72, 17.35], [-12.03, -11.23, 14.00], [-11.44, -11.54, 12.70], [-11.01, -10.46, 11.83], [-10.59, -11.08, 10.48], [-9.21, -11.55, 10.74], [-8.61, -11.90, 9.44], [-7.31, -12.70, 9.74], [-7.57, -14.00, 10.20], [-6.52, -14.59, 10.92], [-12.96, -10.68, 13.90], [-11.36, -10.64, 14.63], [-12.21, -12.16, 14.54], [-10.23, -9.86, 12.29], [-11.83, -9.76, 11.67], [-10.67, -10.31, 9.71], [-11.27, -11.90, 10.22], [-9.29, -12.38, 11.30], [-8.40, -11.00, 8.86], [-9.28, -12.56, 8.89], [-6.62, -12.12, 10.36], [-6.79, -12.92, 8.80], [-6.83, -15.55, 11.33], [-6.18, -14.00, 11.77], [-5.72, -14.78, 10.20], [-13.82, -26.33, 6.43], [-12.90, -25.77, 5.51], [-11.86, -26.66, 5.18], [-11.13, -26.06, 4.01], [-9.81, -26.76, 3.81], [-9.21, -26.48, 2.47], [-10.08, -26.88, 1.31], [-9.33, -26.80, 0.09], [-10.16, -27.13, -1.06], [-14.37, -27.16, 6.01], [-14.51, -25.50, 6.59], [-13.30, -26.51, 7.37], [-12.24, -27.64, 4.88], [-11.22, -26.71, 6.06], [-10.90, -25.02, 4.23], [-11.77, -26.12, 3.13], [-9.16, -26.34, 4.45], [-8.29, -27.06, 2.52], [-8.84, -25.46, 2.52], [-10.93, -26.22, 1.12], [-10.41, -27.91, 1.40], [-9.56, -27.29, -1.95], [-10.86, -26.31, -1.19], [-10.74, -28.02, -0.83], [-6.84, -20.47, 7.74], [-6.01, -21.58, 7.57], [-5.86, -22.20, 6.34], [-7.02, -23.21, 6.04], [-7.00, -24.51, 6.78], [-7.41, -24.28, 8.18], [-7.51, -25.66, 8.89], [-7.89, -25.55, 10.30], [-6.73, -25.11, 11.08], [-6.37, -19.58, 7.32], [-7.01, -20.17, 8.77], [-7.87, -20.53, 7.36], [-4.90, -22.72, 6.35], [-5.63, -21.39, 5.65], [-7.11, -23.41, 4.98], [-7.96, -22.66, 6.20], [-6.03, -24.82, 6.80], [-8.40, -23.84, 8.08], [-6.74, -23.56, 8.67], [-6.69, -26.33, 8.62], [-8.36, -26.20, 8.46], [-6.94, -25.21, 12.14], [-6.53, -24.05, 11.01], [-5.79, -25.64, 10.95]]
}

No. 4
{
  "formula": "C5H15N2O",
  "method": "ωB97M-V with the def2-TZVPD basis set",
  "total_charge": 0,
  "homo_lumo_gap_ev": [3.489, 10.877],
  "de_lowest_kcal_mol": 27.6,
  "e_tot_ha": -384.13405,
  "s2": 0.75,
  "molar_mass_g_mol": 119.19,
  "e_homo_ev": [-2.966, -10.401],
  "spin_multiplicity": 2,
  "species": ["C", "N", "C", "O", "H", "H", "H", "H", "H", "C", "C", "N", "C", "H", "H", "H", "H", "H", "H", "H", "H", "H", "H"],
  "xyz": [[-1.93, -1.83, 1.42], [-0.80, -2.09, 2.08], [0.50, -1.66, 1.62], [-2.00, -1.21, 0.37], [-2.83, -2.24, 1.90], [-0.91, -2.52, 2.98], [0.51, -0.56, 1.61], [0.68, -1.99, 0.60], [1.29, -2.01, 2.28], [1.58, 0.26, -2.27], [0.77, 0.48, -1.01], [-0.01, 1.76, -1.09], [-0.78, 2.07, 0.16], [2.31, 1.07, -2.36], [2.13, -0.68, -2.21], [0.96, 0.26, -3.17], [0.02, -0.29, -0.85], [1.43, 0.53, -0.15], [-0.71, 1.67, -1.87], [0.63, 2.55, -1.34], [-1.39, 1.20, 0.39], [-1.39, 2.95, -0.05], [-0.06, 2.28, 0.95]]
}